{
  "formula": "C35H33F8LaN3O4S3",
  "method": "the ωB97M-V functional and the def2-TZVPD basis",
  "energy_ha": -3843.38800,
  "e_homo_ha": -0.062,
  "homo_lumo_gap_ev": 5.79,
  "total_charge": -2,
  "largest_force_ev_per_a": 9.12,
  "multiplicity": 2,
  "elements": ["La", "C", "C", "C", "C", "C", "C", "C", "C", "C", "C", "H", "H", "H", "H", "H", "H", "H", "H", "H", "H", "H", "H", "H", "H", "F", "C", "C", "C", "C", "C", "F", "C", "C", "C", "C", "C", "C", "N", "H", "H", "H", "H", "H", "H", "N", "C", "H", "S", "C", "F", "C", "F", "F", "S", "O", "O", "N", "S", "O", "O", "C", "F", "F", "F", "C", "C", "C", "C", "C", "C", "C", "C", "C", "C", "H", "H", "H", "H", "H", "H", "H", "H", "H", "H", "H", "H"],
  "positions_angstrom": [[-0.63, 2.39, 0.68], [2.81, -3.59, -2.78], [1.49, -2.92, -2.28], [1.50, -1.57, -3.01], [1.39, -2.72, -0.81], [0.41, -1.82, -0.36], [0.44, -1.25, 0.95], [1.52, -1.61, 1.93], [1.69, -0.89, 3.25], [2.30, -2.68, 1.48], [2.27, -3.17, 0.14], [2.80, -4.06, -3.84], [2.91, -4.81, -2.26], [3.63, -2.78, -2.66], [0.69, -3.50, -2.80], [2.45, -0.98, -2.55], [0.53, -1.16, -2.65], [1.70, -1.61, -4.14], [-0.51, -1.45, -0.81], [-0.55, -0.82, 1.40], [2.77, -0.89, 3.55], [1.23, -1.52, 4.06], [1.35, 0.05, 3.31], [2.93, -2.84, 2.17], [3.13, -3.78, 0.02], [-3.31, 2.63, -4.65], [-2.21, 2.35, -4.02], [-2.06, 2.44, -2.68], [-0.87, 2.30, -2.00], [0.35, 2.05, -2.74], [0.28, 2.12, -4.25], [1.55, 2.02, -4.97], [-0.91, 2.30, -4.87], [1.61, 2.10, -2.02], [2.80, 2.41, -2.56], [4.00, 2.31, -1.85], [4.00, 2.25, -0.50], [2.72, 2.09, 0.02], [1.56, 2.01, -0.69], [-3.02, 2.86, -2.29], [-1.04, 2.17, -6.06], [3.04, 2.61, -3.48], [4.97, 2.45, -2.43], [4.89, 2.17, 0.23], [2.51, 2.08, 1.16], [-1.06, 5.68, -0.62], [-1.37, 4.73, -0.07], [-1.69, 6.16, -4.77], [-2.63, 0.92, 2.18], [-2.28, 0.41, 0.46], [-0.77, 3.69, 5.24], [0.02, 4.53, 4.67], [-0.73, 5.29, 3.81], [0.54, 5.33, 5.55], [1.40, 3.73, 3.71], [0.82, 2.80, 2.76], [2.09, 4.81, 3.12], [2.07, 3.10, 4.98], [3.14, 1.94, 4.99], [3.73, 1.65, 3.74], [2.64, 0.84, 5.80], [4.55, 2.75, 5.92], [4.23, 3.07, 7.15], [5.00, 3.83, 5.33], [5.57, 1.86, 5.90], [-4.92, -1.12, 0.30], [-3.62, -1.77, 0.11], [-3.19, -2.20, 1.82], [-2.69, -0.70, -0.20], [-3.55, -2.97, -0.80], [-3.77, -4.44, -0.21], [-4.21, -5.27, -1.07], [-4.35, -5.13, -2.48], [-4.00, -3.85, -3.01], [-3.80, -2.79, -2.18], [-4.73, -0.04, 0.75], [-5.66, -2.00, 0.74], [-5.83, -1.03, -0.74], [-3.40, -1.09, 2.23], [-2.17, -2.47, 1.72], [-3.77, -2.80, 2.34], [-2.05, -0.78, -1.05], [-3.59, -4.54, 0.87], [-4.63, -6.32, -0.62], [-4.23, -6.08, -2.93], [-4.19, -3.70, -4.10], [-4.05, -1.82, -2.66]],
  "lowdin_charge": [1.581, -0.133, -0.428, -0.091, -0.234, -0.036, -0.003, -0.203, -0.044, -0.040, -0.033, 0.065, 0.140, 0.087, 0.138, 0.126, 0.066, 0.097, 0.075, 0.080, 0.087, 0.107, 0.001, 0.027, 0.085, 0.071, -0.302, -0.126, -0.176, -0.131, -0.153, -0.065, 0.023, -0.281, -0.026, -0.076, -0.080, -0.116, -0.022, 0.120, 0.143, 0.046, 0.127, 0.137, 0.110, -0.111, -0.495, 0.022, 0.268, -0.773, 0.190, -0.728, 0.104, 0.169, 0.578, -0.479, -0.254, -0.294, 0.576, -0.279, -0.289, -0.705, 0.160, 0.156, 0.099, -0.121, -0.517, -0.024, -0.331, -0.056, -0.027, -0.210, -0.097, -0.119, -0.082, 0.085, 0.106, 0.143, -0.012, 0.042, -0.017, 0.048, 0.099, 0.138, 0.068, 0.100, 0.127]
}

***

{
  "formula": "CHCl3FOP",
  "method": "the ωB97M-V functional and the def2-TZVPD basis",
  "energy_ha": -1935.79589,
  "e_homo_ha": -0.411,
  "homo_lumo_gap_ev": 11.60,
  "total_charge": 0,
  "largest_force_ev_per_a": 4.83,
  "elements": ["C", "O", "F", "P", "Cl", "Cl", "Cl", "H"],
  "positions_angstrom": [[-0.16, 0.26, -0.62], [-2.68, 1.60, -0.95], [0.01, 0.03, -1.92], [-2.00, 0.52, -0.25], [0.28, 2.04, -0.27], [-2.13, 0.76, 1.64], [-2.77, -1.29, -0.61], [0.26, -0.29, 0.16]],
  "nbo_charge": [-0.048, -1.025, -0.295, 1.679, -0.076, -0.198, -0.245, 0.208]
}

***

{
  "formula": "C11H27BrNO6PS2",
  "method": "the ωB97M-V functional and the def2-TZVPD basis",
  "energy_ha": -4653.18566,
  "e_homo_ha": -0.304,
  "homo_lumo_gap_ev": 8.84,
  "total_charge": 0,
  "largest_force_ev_per_a": 0.90,
  "elements": ["C", "C", "O", "C", "N", "C", "O", "C", "C", "C", "O", "P", "O", "Br", "H", "H", "H", "H", "H", "H", "H", "H", "H", "H", "H", "H", "H", "H", "H", "C", "S", "O", "C", "H", "H", "H", "H", "H", "H", "C", "S", "O", "C", "H", "H", "H", "H", "H", "H"],
  "positions_angstrom": [[0.79, 1.66, -1.44], [0.04, 0.51, -0.79], [0.97, -0.50, -0.38], [0.60, -1.81, -0.67], [-0.54, -2.15, 0.17], [1.85, -2.70, -0.48], [2.62, -2.29, 0.61], [2.68, -3.14, 1.74], [3.57, -4.39, 1.58], [2.81, -5.57, 1.02], [2.35, -5.63, -0.09], [2.81, -2.99, -2.10], [4.34, -3.12, -1.54], [2.97, -0.87, -2.87], [0.36, 2.62, -1.12], [1.84, 1.64, -1.14], [0.74, 1.64, -2.52], [-0.52, 0.83, 0.09], [-0.69, 0.05, -1.47], [0.25, -1.90, -1.72], [-0.97, -3.02, -0.12], [-0.27, -2.23, 1.14], [1.44, -3.70, -0.29], [3.08, -2.51, 2.53], [1.66, -3.45, 2.03], [4.36, -4.13, 0.88], [3.99, -4.66, 2.55], [2.60, -6.39, 1.74], [4.92, -2.47, -1.94], [-3.69, 2.09, -1.81], [-3.09, 2.56, -3.43], [-1.61, 2.48, -3.39], [-3.50, 4.30, -3.30], [-3.47, 1.03, -1.67], [-3.17, 2.66, -1.04], [-4.76, 2.26, -1.76], [-2.98, 4.71, -2.44], [-4.58, 4.42, -3.21], [-3.15, 4.78, -4.21], [-2.53, 3.95, 3.37], [-1.64, 3.09, 2.06], [-2.62, 2.14, 1.45], [-0.59, 2.11, 3.14], [-3.28, 4.57, 2.88], [-3.01, 3.21, 4.01], [-1.83, 4.57, 3.93], [-1.22, 1.52, 3.80], [0.07, 2.77, 3.70], [0.00, 1.46, 2.50]],
  "nbo_charge": [-0.639, -0.062, -0.542, 0.236, -0.849, -0.256, -0.526, -0.036, -0.567, 0.454, -0.532, 1.065, -1.011, -0.295, 0.207, 0.215, 0.230, 0.174, 0.177, 0.162, 0.358, 0.354, 0.212, 0.202, 0.159, 0.266, 0.219, 0.108, 0.512, -0.834, 1.251, -0.995, -0.830, 0.244, 0.250, 0.223, 0.230, 0.224, 0.238, -0.830, 1.255, -0.994, -0.833, 0.239, 0.231, 0.227, 0.230, 0.228, 0.250]
}

***

{
  "formula": "C16H46N2O8",
  "method": "the ωB97M-V functional and the def2-TZVPD basis",
  "energy_ha": -1347.98207,
  "e_homo_ha": -0.305,
  "homo_lumo_gap_ev": 8.65,
  "total_charge": 0,
  "largest_force_ev_per_a": 11.80,
  "elements": ["C", "O", "H", "H", "H", "H", "C", "O", "H", "H", "H", "H", "C", "O", "H", "H", "H", "H", "C", "O", "H", "H", "H", "H", "C", "O", "C", "C", "N", "C", "C", "O", "C", "H", "H", "H", "H", "H", "H", "H", "H", "H", "H", "H", "H", "H", "H", "H", "C", "O", "C", "C", "N", "C", "C", "O", "C", "H", "H", "H", "H", "H", "H", "H", "H", "H", "H", "H", "H", "H", "H", "H"],
  "positions_angstrom": [[-0.52, -0.26, 1.09], [0.27, 0.92, 1.04], [0.08, -1.17, 0.98], [-1.14, -0.38, 1.98], [-1.16, -0.24, 0.21], [-0.22, 1.72, 1.23], [-1.56, 1.53, -1.19], [-1.99, 1.70, -2.54], [-1.50, 2.44, -0.59], [-2.24, 0.81, -0.73], [-0.55, 1.15, -1.15], [-1.92, 2.62, -2.80], [2.01, -0.96, -0.75], [2.36, -0.90, -2.13], [2.24, -2.01, -0.56], [2.65, -0.34, -0.13], [0.95, -0.98, -0.48], [1.54, -0.65, -2.55], [1.26, -1.58, 3.14], [0.46, -2.41, 2.33], [1.97, -0.96, 2.59], [0.63, -0.87, 3.68], [1.78, -2.16, 3.89], [-0.19, -2.89, 2.84], [2.86, 7.20, -0.55], [2.71, 5.99, 0.18], [2.52, 4.87, -0.65], [1.12, 4.77, -1.20], [0.11, 4.53, -0.15], [-0.02, 3.20, 0.32], [-1.29, 3.09, 1.23], [-1.38, 1.76, 1.59], [-2.55, 1.63, 2.37], [3.40, 6.97, -1.47], [3.44, 7.95, 0.00], [1.89, 7.61, -0.82], [2.71, 3.96, -0.07], [3.22, 4.85, -1.48], [1.14, 3.93, -1.90], [0.96, 5.68, -1.78], [0.33, 5.13, 0.63], [0.86, 2.92, 0.91], [-0.14, 2.62, -0.59], [-2.16, 3.37, 0.63], [-1.23, 3.73, 2.11], [-2.77, 2.44, 3.06], [-2.52, 0.66, 2.87], [-3.39, 1.61, 1.67], [-2.45, -4.48, 1.53], [-1.31, -4.91, 0.81], [-0.09, -4.17, 1.07], [-0.07, -2.68, 0.63], [-0.38, -2.41, -0.82], [0.51, -3.07, -1.77], [-0.21, -3.34, -3.10], [-1.25, -4.29, -3.00], [-0.89, -5.59, -2.61], [-3.29, -5.15, 1.36], [-2.82, -3.47, 1.35], [-2.29, -4.55, 2.61], [0.61, -4.75, 0.48], [0.25, -4.27, 2.10], [0.84, -2.18, 0.97], [-0.80, -2.15, 1.25], [-1.26, -2.81, -1.12], [0.92, -4.02, -1.40], [1.37, -2.44, -1.98], [0.55, -3.62, -3.83], [-0.71, -2.43, -3.44], [-1.70, -6.31, -2.68], [-0.52, -5.54, -1.58], [-0.03, -5.99, -3.16]],
  "lowdin_charge": [-0.169, -0.143, -0.009, 0.097, 0.076, -0.085, -0.156, -0.080, 0.038, 0.099, 0.091, 0.075, -0.165, -0.114, 0.078, 0.098, 0.042, 0.079, -0.062, -0.322, 0.104, 0.092, 0.089, 0.116, -0.104, -0.180, -0.245, -0.181, -0.041, -0.254, -0.181, -0.291, -0.040, 0.085, 0.088, 0.083, 0.124, 0.119, 0.125, 0.109, 0.110, 0.139, 0.076, 0.136, 0.146, 0.099, 0.093, 0.106, -0.115, -0.171, -0.117, -0.324, -0.002, -0.219, -0.196, -0.185, -0.108, 0.088, 0.085, 0.080, 0.117, 0.123, 0.090, 0.097, 0.107, 0.106, 0.065, 0.123, 0.129, 0.093, 0.059, 0.087]
}